1.
Density functional theory data (wB97M-V/def2-TZVPD) for a structure of composition C42H36IrN5P at a distorted geometry.

Its lowest unoccupied orbital energy is -2.85 eV. The net charge is +1. The value obtained for the orbital gap is 6.39 eV. For the total energy, the calculation gives -2341.4136 hartree.

CARTESIAN COORDINATES (ANGSTROEM)
Ir: 0.3644 0.5575 -0.4737
C: 2.2503 0.1144 3.4518
C: 1.8792 -0.2167 2.1367
N: 0.7238 0.1334 1.6175
C: -0.1673 0.8418 2.3918
C: 0.1233 1.2087 3.7108
C: 1.3848 0.8317 4.2269
C: -0.8469 1.9480 4.4394
C: -2.0246 2.2873 3.8382
C: -2.3283 1.9079 2.5074
C: -1.4234 1.1685 1.7802
N: -1.4749 0.6342 0.5283
C: -2.5095 0.0687 -0.1509
C: -3.8704 0.1707 0.0588
C: -4.7744 -0.5376 -0.7620
C: -4.3530 -1.3781 -1.7527
C: -2.9649 -1.5836 -1.9404
C: -2.4244 -2.5037 -2.8709
C: -1.0752 -2.6915 -2.9385
C: -0.2299 -1.9270 -2.1149
N: -0.6985 -1.0324 -1.2724
C: -2.0601 -0.8599 -1.1514
H: 3.2204 -0.1868 3.8201
H: 2.5457 -0.7761 1.4936
H: 1.6489 1.1104 5.2401
H: -0.6423 2.2237 5.4655
H: -2.7595 2.8543 4.3951
H: -3.2624 2.2210 2.0643
H: -4.2528 0.7830 0.8617
H: -5.8354 -0.4079 -0.5918
H: -5.0596 -1.9069 -2.3776
H: -3.0936 -3.0628 -3.5130
H: -0.6386 -3.4117 -3.6156
H: 0.8456 -2.0347 -2.1562
C: -1.7866 1.3171 -7.0119
C: -2.0061 2.4832 -6.2967
C: -1.5786 2.5871 -4.9791
C: -0.9032 1.5246 -4.3899
C: -0.7042 0.3411 -5.1027
C: -1.1381 0.2431 -6.4127
P: -0.2854 1.6274 -2.6844
C: -0.4580 3.3708 -2.2087
C: 0.4618 4.3506 -2.5687
C: 0.2531 5.6682 -2.1880
C: -0.8730 6.0121 -1.4499
C: -1.7776 5.0325 -1.0618
C: -1.5683 3.7126 -1.4382
C: 1.4755 1.2415 -2.9457
C: 2.2949 1.5108 -4.0412
C: 3.6080 1.0728 -4.0089
C: 4.0751 0.3607 -2.9028
C: 3.2435 0.0863 -1.8243
C: 1.9185 0.5254 -1.8328
H: -2.1200 1.2420 -8.0384
H: -2.5134 3.3177 -6.7621
H: -1.7546 3.4999 -4.4253
H: -0.1882 -0.4899 -4.6380
H: -0.9689 -0.6690 -6.9695
H: 1.3411 4.0808 -3.1411
H: 0.9648 6.4307 -2.4779
H: -1.0514 7.0466 -1.1852
H: -2.6437 5.2954 -0.4679
H: -2.2704 2.9425 -1.1343
H: 1.9149 2.0520 -4.9007
H: 4.2701 1.2757 -4.8401
H: 5.1029 0.0188 -2.8887
H: 3.6306 -0.4810 -0.9850
N: 1.1720 2.2878 0.1949
C: 1.3931 3.2352 0.8145
N: 1.6425 4.3037 1.5131
C: 3.0100 4.6625 1.9150
C: 3.2498 6.1312 1.6049
C: 2.1860 6.9929 2.2847
C: 0.7864 6.5726 1.8341
C: 0.5482 5.0941 2.1007
H: 3.7090 4.0094 1.3955
H: 3.1047 4.4838 2.9917
H: 3.2050 6.2752 0.5220
H: 4.2500 6.4118 1.9376
H: 2.3525 8.0453 2.0552
H: 2.2690 6.8826 3.3709
H: 0.6738 6.7630 0.7644
H: 0.0225 7.1483 2.3595
H: -0.3919 4.7446 1.6750
H: 0.5296 4.8978 3.1783

How is the electron density shared among the atoms? According to Mulliken, the charges in e are: number 1, Ir, carries 1.044; number 2, C, carries -0.968; number 3, C, carries -0.140; number 4, N, carries -0.094; number 5, C, carries 0.650; number 6, C, carries 1.137; number 7, C, carries -0.731; number 8, C, carries -1.006; number 9, C, carries -1.072; number 10, C, carries -0.665; number 11, C, carries 0.147; number 12, N, carries 0.181; number 13, C, carries 0.579; number 14, C, carries -1.036; number 15, C, carries -0.977; number 16, C, carries -1.044; number 17, C, carries 1.008; number 18, C, carries -0.610; number 19, C, carries -1.001; number 20, C, carries -0.113; number 21, N, carries 0.544; number 22, C, carries 0.188; number 23, H, carries 0.442; number 24, H, carries 0.482; number 25, H, carries 0.475; number 26, H, carries 0.458; number 27, H, carries 0.408; number 28, H, carries 0.415; number 29, H, carries 0.305; number 30, H, carries 0.421; number 31, H, carries 0.428; number 32, H, carries 0.459; number 33, H, carries 0.452; number 34, H, carries 0.446; number 35, C, carries -0.603; number 36, C, carries -0.790; number 37, C, carries -0.481; number 38, C, carries 0.340; number 39, C, carries -0.366; number 40, C, carries -0.877; number 41, P, carries 0.699; number 42, C, carries 0.323; number 43, C, carries -0.347; number 44, C, carries -0.622; number 45, C, carries -0.547; number 46, C, carries -0.747; number 47, C, carries -0.273; number 48, C, carries 0.185; number 49, C, carries -0.144; number 50, C, carries -0.837; number 51, C, carries -0.642; number 52, C, carries -0.541; number 53, C, carries -0.467; number 54, H, carries 0.406; number 55, H, carries 0.439; number 56, H, carries 0.454; number 57, H, carries 0.560; number 58, H, carries 0.442; number 59, H, carries 0.382; number 60, H, carries 0.447; number 61, H, carries 0.382; number 62, H, carries 0.422; number 63, H, carries 0.326; number 64, H, carries 0.515; number 65, H, carries 0.438; number 66, H, carries 0.415; number 67, H, carries 0.428; number 68, N, carries -0.186; number 69, C, carries 0.168; number 70, N, carries 0.385; number 71, C, carries -0.822; number 72, C, carries -0.622; number 73, C, carries -0.797; number 74, C, carries -0.462; number 75, C, carries -0.420; number 76, H, carries 0.462; number 77, H, carries 0.356; number 78, H, carries 0.281; number 79, H, carries 0.386; number 80, H, carries 0.370; number 81, H, carries 0.328; number 82, H, carries 0.079; number 83, H, carries 0.376; number 84, H, carries 0.286; number 85, H, carries 0.300



2.
Density functional theory data (wB97M-V/def2-TZVPD) for a cluster of 7 separate species, C38H64NO20 in total at a distorted geometry.

Its lowest unoccupied orbital energy (alpha / beta) is -0.20 / -0.57 eV. The value obtained for the orbital gap (alpha / beta) is 9.08 / 9.30 eV. Its spin multiplicity is 2. For the total energy, the calculation gives -3045.6864 hartree.

CARTESIAN COORDINATES (ANGSTROEM)
C: -1.5006 -0.8289 -0.8855
C: -0.7462 -2.3209 -0.9650
C: -1.9290 -3.3865 -1.3544
C: -1.6261 -4.9473 -0.9658
C: -3.1202 -5.6484 -0.6929
C: -3.0267 -7.2200 -0.2351
O: -3.8496 -7.4025 1.0058
C: -0.0709 -2.5422 0.5167
C: 1.3777 -3.3073 0.5106
C: 1.3176 -4.4451 1.7355
C: 2.5123 -2.2192 0.9754
N: 1.6978 -4.0791 -0.7469
O: 2.9417 -4.6355 -0.6193
C: 1.6545 -3.2391 -1.9987
C: 1.4023 -4.3128 -3.2568
C: 3.0627 -2.4666 -2.3672
C: 0.4356 -2.1534 -2.0871
H: -2.2307 -0.9088 0.0555
H: -0.6920 0.0072 -0.7477
H: -2.1496 -0.7108 -1.8553
H: -2.0242 -3.3537 -2.5442
H: -2.9832 -2.9837 -0.9651
H: -1.1073 -5.5804 -1.8051
H: -1.0231 -5.1141 0.0223
H: -3.8816 -5.4398 -1.5720
H: -3.5578 -5.0559 0.2465
H: -3.5789 -7.8629 -1.0646
H: -1.9360 -7.5775 -0.0054
H: -3.3377 -7.0777 1.8034
H: 0.1145 -1.4486 0.9585
H: -0.8907 -3.0248 1.1980
H: 1.4685 -5.5447 1.3345
H: 0.3493 -4.3652 2.3872
H: 2.2329 -4.2370 2.4587
H: 2.4880 -1.2091 0.3692
H: 3.5958 -2.7000 1.0129
H: 2.2591 -1.9203 2.1017
H: 0.2898 -4.6738 -3.2908
H: 1.5885 -3.6787 -4.2467
H: 2.1884 -5.2024 -3.2222
H: 3.9843 -3.1722 -2.5141
H: 3.3734 -1.6289 -1.6118
H: 2.8740 -1.9177 -3.4095
H: -0.0229 -2.2279 -3.1867
H: 0.8884 -1.0783 -1.9733
C: 4.1612 3.1963 0.3286
C: 3.5639 2.1967 -0.6410
C: 3.5303 2.6852 -2.0576
O: 2.4253 1.9853 -2.6002
C: 1.5860 1.7171 -1.5553
O: 0.4463 1.3006 -1.6763
O: 2.1906 1.9796 -0.3583
H: 4.2219 2.7590 1.3306
H: 5.1662 3.4990 0.0205
H: 3.5311 4.0885 0.4160
H: 4.0839 1.2347 -0.5616
H: 4.4465 2.4392 -2.6021
H: 3.3401 3.7604 -2.1466
C: -7.0273 -5.7736 0.0924
C: -7.6730 -4.6357 -0.6721
C: -6.6870 -3.7552 -1.3786
O: -7.3604 -2.5102 -1.4234
C: -8.2166 -2.4946 -0.3582
O: -8.8148 -1.5056 0.0307
O: -8.3117 -3.7314 0.2152
H: -7.7970 -6.4190 0.5283
H: -6.3925 -6.3816 -0.5587
H: -6.4258 -5.3985 0.9279
H: -8.4293 -5.0251 -1.3638
H: -6.4657 -4.1095 -2.3893
H: -5.7463 -3.6235 -0.8326
C: 7.5787 7.2764 4.0078
C: 6.9815 6.2768 3.0382
C: 6.9479 6.7653 1.6216
O: 5.8428 6.0654 1.0789
C: 5.0036 5.7972 2.1238
O: 3.8638 5.3807 2.0029
O: 5.6082 6.0597 3.3208
H: 7.6395 6.8391 5.0098
H: 8.5838 7.5790 3.6996
H: 6.9487 8.1686 4.0952
H: 7.5015 5.3148 3.1176
H: 7.8640 6.5193 1.0771
H: 6.7576 7.8405 1.5325
C: -8.8585 1.6330 -0.9577
C: -9.2707 1.3506 -2.3883
C: -8.1602 0.8030 -3.2330
O: -8.5185 1.2349 -4.5332
C: -9.2620 2.3705 -4.3727
O: -9.5753 3.1229 -5.2797
O: -9.6052 2.5532 -3.0626
H: -9.7241 1.9642 -0.3747
H: -8.4389 0.7424 -0.4806
H: -8.1226 2.4433 -0.9101
H: -10.1488 0.6944 -2.4070
H: -8.1080 -0.2887 -3.1910
H: -7.1763 1.2171 -2.9866
C: 8.7102 0.5188 5.1936
C: 8.5580 1.7285 4.2938
C: 9.6742 1.8822 3.3055
O: 9.7023 3.2809 3.0854
C: 9.2090 3.8613 4.2202
O: 9.2671 5.0545 4.4651
O: 8.6453 2.9289 5.0450
H: 7.8350 0.4208 5.8442
H: 8.8139 -0.4010 4.6106
H: 9.5786 0.6226 5.8535
H: 7.5817 1.7093 3.7952
H: 9.4759 1.3497 2.3710
H: 10.6501 1.5706 3.6937
C: -1.9041 5.8248 -0.5789
C: -2.5700 4.5682 -0.0557
C: -2.4115 3.3859 -0.9632
O: -3.5648 2.6168 -0.6739
C: -4.5178 3.4959 -0.2412
O: -5.6951 3.2165 -0.0896
O: -3.9786 4.7290 -0.0038
H: -1.9942 6.6324 0.1551
H: -0.8424 5.6580 -0.7829
H: -2.3916 6.1799 -1.4937
H: -2.2153 4.3454 0.9576
H: -1.5041 2.8155 -0.7452
H: -2.4230 3.6451 -2.0276

Mulliken population analysis, charges in e, atoms 1 to 99: number 1, C, carries -1.510; number 2, C, carries 1.871; number 3, C, carries -0.517; number 4, C, carries 0.004; number 5, C, carries -0.153; number 6, C, carries -0.568; number 7, O, carries -0.540; number 8, C, carries -1.598; number 9, C, carries 1.698; number 10, C, carries -1.340; number 11, C, carries -1.178; number 12, N, carries 0.572; number 13, O, carries -0.539; number 14, C, carries 0.918; number 15, C, carries -1.219; number 16, C, carries -0.928; number 17, C, carries -0.274; number 18, H, carries 0.384; number 19, H, carries 0.074; number 20, H, carries 0.340; number 21, H, carries 0.154; number 22, H, carries -0.091; number 23, H, carries 0.176; number 24, H, carries -0.001; number 25, H, carries 0.199; number 26, H, carries 0.182; number 27, H, carries 0.249; number 28, H, carries 0.281; number 29, H, carries 0.306; number 30, H, carries 0.292; number 31, H, carries 0.178; number 32, H, carries 0.285; number 33, H, carries 0.243; number 34, H, carries 0.367; number 35, H, carries -0.082; number 36, H, carries 0.341; number 37, H, carries 0.451; number 38, H, carries 0.210; number 39, H, carries 0.350; number 40, H, carries 0.282; number 41, H, carries 0.283; number 42, H, carries 0.053; number 43, H, carries 0.318; number 44, H, carries 0.323; number 45, H, carries -0.717; number 46, C, carries -1.783; number 47, C, carries 0.808; number 48, C, carries -0.524; number 49, O, carries -0.353; number 50, C, carries 0.682; number 51, O, carries -0.707; number 52, O, carries -0.352; number 53, H, carries 0.412; number 54, H, carries 0.429; number 55, H, carries 0.474; number 56, H, carries 0.164; number 57, H, carries 0.356; number 58, H, carries 0.312; number 59, C, carries -1.481; number 60, C, carries 0.576; number 61, C, carries -0.231; number 62, O, carries -0.236; number 63, C, carries 0.498; number 64, O, carries -0.534; number 65, O, carries -0.376; number 66, H, carries 0.432; number 67, H, carries 0.321; number 68, H, carries 0.317; number 69, H, carries 0.237; number 70, H, carries 0.344; number 71, H, carries 0.075; number 72, C, carries -1.525; number 73, C, carries 1.266; number 74, C, carries -0.479; number 75, O, carries -0.330; number 76, C, carries 0.645; number 77, O, carries -0.583; number 78, O, carries -0.366; number 79, H, carries 0.344; number 80, H, carries 0.367; number 81, H, carries 0.418; number 82, H, carries -0.452; number 83, H, carries 0.316; number 84, H, carries 0.278; number 85, C, carries -1.160; number 86, C, carries 0.563; number 87, C, carries -0.153; number 88, O, carries -0.356; number 89, C, carries 0.622; number 90, O, carries -0.575; number 91, O, carries -0.358; number 92, H, carries 0.366; number 93, H, carries 0.224; number 94, H, carries 0.306; number 95, H, carries 0.226; number 96, H, carries 0.117; number 97, H, carries 0.216; number 98, C, carries -1.456; number 99, C, carries 0.501



3.
Density functional theory data (wB97M-V/def2-TZVPD) for a cluster of 2 separate species, C4H10NO in total at a distorted geometry.

The energy above the lowest of the compared OMol25 structures with the same formula, charge and spin comes out at 33.39 kcal per mole. Its lowest unoccupied orbital energy is -4.15 eV. The net charge is +1. The value obtained for the orbital gap is 10.10 eV. For the total energy, the calculation gives -288.1099 hartree.

CARTESIAN COORDINATES (ANGSTROEM)
C: 2.4652 0.4047 0.3755
C: 1.0651 0.2990 -0.0121
C: 0.5105 -0.9247 -0.6111
C: -3.5079 -0.3289 -0.0288
N: 0.3035 1.1675 0.3914
O: -2.5593 0.3125 -0.4490
H: 3.0597 -0.0932 -0.3928
H: 2.8480 -0.2519 1.3017
H: 1.3222 -1.3102 -1.2713
H: -0.4707 -0.7417 -1.1003
H: 0.2740 -1.7863 0.0439
H: -4.3604 0.1050 0.4158
H: -3.4835 -1.4324 -0.1289
H: 0.6141 1.9407 0.9250
H: -0.7213 1.2155 0.0177
H: 2.6409 1.4243 0.5233

How is the electron density shared among the atoms? According to Mulliken, the charges in e are: number 1, C, carries -1.255; number 2, C, carries 0.957; number 3, C, carries -1.050; number 4, C, carries -0.093; number 5, N, carries -0.179; number 6, O, carries -0.470; number 7, H, carries 0.345; number 8, H, carries 0.317; number 9, H, carries 0.319; number 10, H, carries 0.342; number 11, H, carries 0.300; number 12, H, carries 0.304; number 13, H, carries 0.214; number 14, H, carries 0.234; number 15, H, carries 0.307; number 16, H, carries 0.407



4.
Density functional theory data (wB97M-V/def2-TZVPD) for the molecule C5H9NO2S at a distorted geometry.

The energy above the lowest of the compared OMol25 structures with the same formula, charge and spin comes out at 111.39 kcal per mole. Its lowest unoccupied orbital energy is 0.37 eV. The value obtained for the orbital gap is 8.97 eV. The SMILES is C=C1N(C)CCS1(=O)=O. For the total energy, the calculation gives -799.1813 hartree.

CARTESIAN COORDINATES (ANGSTROEM)
C: -0.0149 -1.1422 -1.9760
C: 0.5114 0.9728 0.4522
C: 1.0593 1.8040 1.2883
C: -1.1688 -0.3157 1.7605
C: -0.8894 -0.9042 -0.6364
N: -0.2197 -0.1872 0.5927
O: 1.4226 1.3547 -2.4267
O: 2.4265 -0.2357 -0.8423
S: 1.2084 0.3707 -1.3760
H: -0.3970 -0.7967 -2.9584
H: 1.5612 2.6522 0.8064
H: 0.9219 1.6308 2.3581
H: -0.9928 0.4401 2.4554
H: -2.0716 -0.2970 1.3111
H: -1.0763 -1.2318 2.2671
H: 0.6892 -1.9628 -1.9642
H: -1.1362 -1.8186 -0.1833
H: -1.8339 -0.3333 -0.9285

How is the electron density shared among the atoms? According to Mulliken, the charges in e are: number 1, C, carries -0.568; number 2, C, carries 0.358; number 3, C, carries -0.755; number 4, C, carries -1.095; number 5, C, carries -0.672; number 6, N, carries -0.118; number 7, O, carries -0.623; number 8, O, carries -0.575; number 9, S, carries 0.967; number 10, H, carries 0.345; number 11, H, carries 0.260; number 12, H, carries 0.270; number 13, H, carries 0.475; number 14, H, carries 0.344; number 15, H, carries 0.277; number 16, H, carries 0.356; number 17, H, carries 0.487; number 18, H, carries 0.266